1.
ORCA calculation (wB97M-V/def2-TZVPD) on an isolated molecule of C4H5N3O at a distorted geometry.

Maximum force   3.718 eV/A
Structure (SMILES)   [H]/N=c1/o[nH]c2c1NC2
Orbital gap   8.800 eV
E_HOMO   -8.6 eV
LUMO   0.217 eV
ΔE to the lowest compared entry with this formula, charge and spin   172.6 kcal/mol

```
! wB97M-V def2-TZVPD RIJCOSX def2/J DEFGRID3
* xyz 0 1
H -1.23032 2.94891 -0.63241
N -0.58183 2.73567 0.09665
C -0.05179 1.62693 -0.12538
O 0.99416 1.57419 0.91116
N 1.76712 0.32363 0.57195
C 0.81665 -0.46080 -0.04623
C -0.17475 0.27147 -0.65181
N -1.15108 -0.79809 -0.74878
C -0.33288 -1.79245 0.00059
H 1.96157 -0.19425 1.47543
H -1.39475 -1.30900 -1.60580
H -0.55302 -2.03802 1.16628
H -0.06907 -2.88818 -0.41165
*
```



2.
ORCA calculation (wB97M-V/def2-TZVPD) on an isolated molecule of C4H5N3O at a distorted geometry.

Maximum force   7.489 eV/A
Structure (SMILES)   [H]/N=c1\ncnc(C)o1
Orbital gap   10.347 eV
E_HOMO   -9.9 eV
LUMO   0.438 eV
ΔE to the lowest compared entry with this formula, charge and spin   112.2 kcal/mol

```
! wB97M-V def2-TZVPD RIJCOSX def2/J DEFGRID3
* xyz 0 1
H -0.54310 -3.01592 -1.55734
N -0.63342 -1.83914 -1.66088
C -0.22166 -1.20984 -0.71937
N -0.36775 -1.38648 0.74806
C 0.23469 -0.60409 1.57301
N 0.80006 0.68118 1.20551
C 0.28735 1.01717 0.07233
C 0.38327 2.59852 -0.22423
O -0.35655 0.23043 -0.78247
H -0.28553 -0.94093 2.74730
H 0.97429 3.08936 -1.15281
H -0.58123 2.69962 -0.64021
H 0.59388 3.32496 0.60353
*
```



3.
ORCA calculation (wB97M-V/def2-TZVPD) on an isolated molecule of C4H5N3O at a distorted geometry.

Maximum force   5.973 eV/A
Structure (SMILES)   C1NCc2nonc21
Orbital gap   10.416 eV
E_HOMO   -9.7 eV
LUMO   0.668 eV
ΔE to the lowest compared entry with this formula, charge and spin   141.3 kcal/mol

```
! wB97M-V def2-TZVPD RIJCOSX def2/J DEFGRID3
* xyz 0 1
C -0.22665 -0.57759 -1.62064
N 0.54778 0.75273 -1.96247
C 0.79474 1.43476 -0.69173
C 0.01534 0.63890 0.41256
N 0.15552 0.42431 1.64591
O -0.39097 -0.75975 1.98875
N -0.67519 -1.40507 0.90417
C -0.32396 -0.64438 -0.12887
H -1.20138 -0.95381 -1.89488
H 0.41352 -1.32120 -2.00740
H -0.19235 1.31580 -2.71240
H 1.84601 1.04354 -0.41479
H 0.50844 2.47966 -0.82171
*
```



4.
ORCA calculation (wB97M-V/def2-TZVPD) on an isolated molecule of C4H5N3O at a distorted geometry.

Maximum force   6.150 eV/A
Structure (SMILES)   [H]/N=c1/o[nH]c2c1NC2
Orbital gap   9.198 eV
E_HOMO   -9.1 eV
LUMO   0.084 eV
ΔE to the lowest compared entry with this formula, charge and spin   201.4 kcal/mol

```
! wB97M-V def2-TZVPD RIJCOSX def2/J DEFGRID3
* xyz 0 1
H -0.00718 2.45918 -1.75287
N 0.47951 2.32459 -0.77082
C 0.47067 1.12990 -0.35084
O 1.04126 1.06465 0.88788
N 0.66335 -0.32104 1.55826
C 0.07719 -1.09251 0.37068
C -0.00606 -0.34382 -0.66595
N -1.25268 -0.95814 -1.13682
C -1.38900 -1.77196 0.07887
H 1.85435 -0.15088 1.70358
H -0.75579 -1.71068 -1.86332
H -1.45555 -2.85737 -0.12033
H -2.11409 -1.10504 0.77899
*
```



5.
ORCA calculation (wB97M-V/def2-TZVPD) on an isolated molecule of C4H5N3O at a distorted geometry.

Maximum force   2.628 eV/A
Structure (SMILES)   Cc1cnnn1C=O
Orbital gap   9.783 eV
E_HOMO   -9.9 eV
LUMO   -0.083 eV
ΔE to the lowest compared entry with this formula, charge and spin   53.1 kcal/mol

```
! wB97M-V def2-TZVPD RIJCOSX def2/J DEFGRID3
* xyz 0 1
C -0.68120 -1.40628 -0.49712
C 0.36182 -0.37925 -0.07401
C 1.73691 -0.45021 0.18293
N 2.21367 0.72744 0.54304
N 1.25314 1.58408 0.62515
N 0.08973 0.95450 0.17575
C -1.17502 1.61171 0.15642
O -1.39503 2.74857 0.43445
H -0.24976 -2.41220 -0.54726
H -1.16325 -1.13294 -1.43870
H -1.46308 -1.40620 0.30033
H 2.42929 -1.28300 0.20843
H -1.95722 0.84379 -0.06942
*
```



6.
ORCA calculation (wB97M-V/def2-TZVPD) on a structure of composition C4H5N3O at a distorted geometry.

Maximum force   6.221 eV/A
Orbital gap   8.385 eV
E_HOMO   -8.5 eV
LUMO   -0.089 eV
ΔE to the lowest compared entry with this formula, charge and spin   198.7 kcal/mol

```
! wB97M-V def2-TZVPD RIJCOSX def2/J DEFGRID3
* xyz 0 1
C -0.71877 0.22520 -1.02519
C 1.46835 -0.34839 1.60712
C 1.62474 0.95779 0.66406
C 0.58584 0.05166 -0.41345
H -0.48632 2.22884 -1.44237
H 2.16771 -1.21112 1.89191
H 0.54187 -0.00553 2.57127
H 0.89858 2.04407 1.07161
H 2.61213 1.08604 0.23774
N -1.59163 -0.61742 -0.27922
N -0.93999 -1.26624 0.57918
N 0.36279 -0.82540 0.53012
O -1.03914 1.18793 -1.89200
*
```



7.
ORCA calculation (wB97M-V/def2-TZVPD) on a cluster of 2 separate species, C4H5N3O in total at a distorted geometry.

Maximum force   8.326 eV/A
Orbital gap   8.613 eV
E_HOMO   -9.5 eV
LUMO   -0.871 eV
ΔE to the lowest compared entry with this formula, charge and spin   202.9 kcal/mol

```
! wB97M-V def2-TZVPD RIJCOSX def2/J DEFGRID3
* xyz 0 1
C 0.16635 1.65111 -0.02995
C -0.04894 -0.77798 -0.16730
C -0.29500 -0.58650 -1.63576
C -0.70209 -0.90921 -2.77996
H -0.07896 0.29978 2.75601
H 1.37645 0.05928 1.94072
H -0.20493 1.63606 -1.04117
H 0.28354 -1.91575 1.32674
H -1.89786 -0.87031 -3.66410
N 0.51560 0.40062 1.75135
N 0.01090 0.46651 0.44643
N 0.01859 -1.98605 0.40742
O 0.85636 2.53247 0.68956
*
```



8.
ORCA calculation (wB97M-V/def2-TZVPD) on an isolated molecule of C4H5N3O3 at a distorted geometry.

Maximum force   3.297 eV/A
Structure (SMILES)   [H]/N=[N+](\[O-])[C@@H]1C(=O)N1C(C)=O
Orbital gap   10.633 eV
E_HOMO   -10.5 eV
LUMO   0.135 eV
ΔE to the lowest compared entry with this formula, charge and spin   136.5 kcal/mol

```
! wB97M-V def2-TZVPD RIJCOSX def2/J DEFGRID3
* xyz 0 1
H 3.01513 -0.30901 1.86940
N 2.35051 0.11070 1.25005
N 2.18796 -0.35292 0.12685
O 2.87849 -1.19609 -0.44372
C 1.16321 0.30040 -0.72392
C 0.26017 1.32449 -0.25370
O 0.09773 2.47762 -0.04705
N -0.33174 0.20859 -0.57427
C -1.23531 -0.74492 -0.06407
C -2.53733 -0.13045 0.11873
O -0.94080 -1.90262 0.13455
H 1.53565 0.16728 -1.66559
H -3.08983 -0.23703 -0.78721
H -2.35814 0.92072 0.05342
H -2.99571 -0.63677 1.00652
*
```



9.
ORCA calculation (wB97M-V/def2-TZVPD) on a cluster of 2 separate species, C4H5N3O6 in total at a distorted geometry.

Maximum force   4.517 eV/A
Structure (SMILES)   N[C@@H](/C=[N+](\[O-])O)ON=C=O.O=C=O
Orbital gap   8.198 eV
E_HOMO   -9.0 eV
LUMO   -0.786 eV
ΔE to the lowest compared entry with this formula, charge and spin   0.0 kcal/mol

```
! wB97M-V def2-TZVPD RIJCOSX def2/J DEFGRID3
* xyz 0 1
N -2.45197 1.01019 -1.18399
C -1.44887 0.04303 -1.18604
C -0.25183 0.27795 -0.51083
N -0.15229 0.93065 0.65959
O -0.98265 1.61263 1.29263
O 1.11335 0.96166 1.21488
O -2.04124 -1.33810 -0.34759
N -1.38084 -1.75203 0.64655
C -0.27245 -1.34525 1.00226
O 0.65434 -1.24394 1.76335
H -3.33258 0.65772 -1.67343
H -2.64199 1.46039 -0.31988
H -1.29560 -0.38059 -2.12681
H 0.58617 -0.15592 -1.00021
H 1.23041 0.01597 1.77601
O 3.58412 -0.95098 0.64039
C 4.23522 -0.24514 0.01748
O 4.84869 0.44176 -0.66436
*
```



10.
ORCA calculation (wB97M-V/def2-TZVPD) on an isolated molecule of C4H5N3S at a distorted geometry.

Maximum force   9.504 eV/A
Structure (SMILES)   CC(=S)n1ccnn1
Orbital gap   7.938 eV
E_HOMO   -8.9 eV
LUMO   -0.976 eV
ΔE to the lowest compared entry with this formula, charge and spin   102.3 kcal/mol

```
! wB97M-V def2-TZVPD RIJCOSX def2/J DEFGRID3
* xyz 0 1
C 0.22686 -1.33252 1.40224
C -0.68110 -0.13441 1.09429
S -1.92630 0.21906 2.21131
N -0.22959 0.72284 0.03098
C 0.56412 0.24105 -1.12374
C 0.35590 1.07988 -2.07164
N -0.62148 1.83060 -1.69981
N -0.98468 1.77940 -0.45433
H 1.11643 -0.90392 2.00887
H -0.50806 -2.11348 2.08445
H 0.40323 -1.81783 0.35226
H 1.46419 -0.49471 -0.79328
H 0.82049 0.92404 -3.04161
*
```



11.
ORCA calculation (wB97M-V/def2-TZVPD) on a structure of composition C4H5N5 at a distorted geometry.

Maximum force   11.301 eV/A
Orbital gap   7.930 eV
E_HOMO   -9.0 eV
LUMO   -1.076 eV
ΔE to the lowest compared entry with this formula, charge and spin   143.5 kcal/mol

```
! wB97M-V def2-TZVPD RIJCOSX def2/J DEFGRID3
* xyz 0 1
C 0.48983 0.87940 2.20868
C 0.29549 -0.09485 0.10361
C -0.30762 0.71247 -1.85457
C -0.43006 -1.19119 -0.79363
H 1.14830 1.78391 3.66231
H -0.35520 1.97988 1.89791
H -0.15012 1.44188 -2.60677
H -0.53153 -1.28717 -2.90910
H -1.14594 -2.65983 -1.34732
N 1.40801 0.58977 3.36386
N 0.42411 -0.24141 1.37111
N 0.32605 1.07928 -0.70727
N -0.66144 -0.66819 -1.92905
N -0.50989 -2.32393 -0.45976
*
```



12.
ORCA calculation (wB97M-V/def2-TZVPD) on an isolated molecule of C4H5N5O2 at a distorted geometry.

Maximum force   3.458 eV/A
Structure (SMILES)   Nc1nn2c(=O)[nH]c(N)c2o1
Orbital gap   7.991 eV
E_HOMO   -7.5 eV
LUMO   0.533 eV
ΔE to the lowest compared entry with this formula, charge and spin   0.0 kcal/mol

```
! wB97M-V def2-TZVPD RIJCOSX def2/J DEFGRID3
* xyz 0 1
N 3.21326 0.64466 -0.03482
C 1.87959 0.63888 0.02165
N 1.11217 1.64486 -0.02118
N -0.17648 1.05852 -0.09080
C -1.47601 1.39459 -0.06202
O -1.99030 2.48388 -0.06048
N -2.12905 0.19446 0.01282
C -1.25143 -0.94598 0.02802
N -1.61587 -2.27210 -0.08297
C -0.07528 -0.35719 0.01189
O 1.29680 -0.60347 -0.08120
H 3.79931 1.43423 -0.25483
H 3.86522 0.10217 0.49921
H -3.01356 0.05148 0.37301
H -1.12836 -2.90779 -0.76195
H -2.31001 -2.56119 0.50364
*
```



13.
ORCA calculation (wB97M-V/def2-TZVPD) on the ion C4H5N6 with charge -1 at a distorted geometry.

Maximum force   5.625 eV/A
Orbital gap   9.454 eV
E_HOMO   -5.5 eV
LUMO   3.915 eV
ΔE to the lowest compared entry with this formula, charge and spin   0.0 kcal/mol

```
! wB97M-V def2-TZVPD RIJCOSX def2/J DEFGRID3
* xyz -1 1
C -0.02127 -1.97829 -1.82794
C -0.46757 0.86803 0.52408
C -0.21308 -1.33811 -0.62500
C 0.53571 -0.00461 -0.28128
N 0.22546 -2.40890 -2.82236
N -0.12744 1.59817 1.59694
N -1.77187 1.00183 0.25417
N -1.30653 2.22739 1.90658
N -2.23289 1.88664 1.12906
N 1.79987 -0.12730 0.41287
H -1.35182 -0.98452 -0.47058
H 0.10126 -2.03804 0.16659
H 0.75105 0.56155 -1.16439
H 2.43835 0.41807 -0.13834
H 1.64077 0.31809 1.33960
*
```



14.
ORCA calculation (wB97M-V/def2-TZVPD) on an isolated molecule of C4H5NO.

Maximum force   0.531 eV/A
Orbital gap (spin up / spin down)   8.178 / 8.173 eV
E_HOMO (spin up / spin down)   -8.9 / -8.9 eV
LUMO (spin up / spin down)   -0.740 / -0.743 eV
ΔE to the lowest compared entry with this formula, charge and spin   82.3 kcal/mol

```
! wB97M-V def2-TZVPD RIJCOSX def2/J DEFGRID3
* xyz 0 1
O -1.76085 0.77178 1.45153
C -0.81406 0.51048 0.76972
C -0.99672 -0.53187 -0.66782
N 0.12988 -1.11410 -0.19079
C 1.18932 -0.14800 -0.31473
C 0.57942 0.61220 0.81119
H -1.91125 -1.11410 -0.57130
H -0.94049 0.11008 -1.55606
H 1.26101 0.36422 -1.28470
H 2.15160 -0.57674 -0.03056
H 1.11416 1.15525 1.58453
*
```



15.
ORCA calculation (wB97M-V/def2-TZVPD) on an isolated molecule of C4H5NO.

Maximum force   0.319 eV/A
Orbital gap   7.935 eV
E_HOMO   -7.4 eV
LUMO   0.571 eV
ΔE to the lowest compared entry with this formula, charge and spin   161.2 kcal/mol

```
! wB97M-V def2-TZVPD RIJCOSX def2/J DEFGRID3
* xyz 0 1
N -1.03545 -0.38638 -0.55640
C -0.30131 -0.02174 0.63867
C 1.09835 -0.32804 0.19187
O 1.66378 0.77124 0.44936
C 0.20338 1.46775 0.66623
C -0.19851 -0.44407 -1.54374
H -2.05026 -0.47752 -0.58015
H -0.67458 -0.48842 1.55522
H 1.65903 -1.23634 -0.02323
H 0.31386 1.76876 1.72142
H -0.67829 -0.62524 -2.51925
*
```



16.
ORCA calculation (wB97M-V/def2-TZVPD) on an isolated molecule of C4H5NO at a distorted geometry.

Maximum force   1.714 eV/A
Structure (SMILES)   C=C(C#N)CO
Orbital gap   10.781 eV
E_HOMO   -10.2 eV
LUMO   0.547 eV
ΔE to the lowest compared entry with this formula, charge and spin   29.9 kcal/mol

```
! wB97M-V def2-TZVPD RIJCOSX def2/J DEFGRID3
* xyz 0 1
C 0.90991 -1.14746 -0.48218
C -0.18234 -0.38072 -0.34310
C -1.40758 -0.76625 -1.00290
N -2.44383 -1.07422 -1.42663
C -0.22650 0.85256 0.53337
O 1.12486 1.12080 0.96660
H 1.83012 -0.88174 0.05457
H 0.86072 -1.95550 -1.22250
H -0.58018 1.72223 -0.05805
H -0.89145 0.66314 1.36079
H 1.00628 1.84715 1.62003
*
```



17.
ORCA calculation (wB97M-V/def2-TZVPD) on an isolated molecule of C4H5NO.

Maximum force   0.360 eV/A
Orbital gap   8.693 eV
E_HOMO   -8.2 eV
LUMO   0.503 eV
ΔE to the lowest compared entry with this formula, charge and spin   89.3 kcal/mol

```
! wB97M-V def2-TZVPD RIJCOSX def2/J DEFGRID3
* xyz 0 1
O 2.21192 0.13540 -0.35099
C 0.88734 0.09808 0.03130
C 0.04296 -0.99979 -0.40880
N -1.18825 -0.57217 -0.20910
C -1.20942 0.75451 0.25465
C 0.05308 1.30672 0.33070
H 2.46682 1.06404 -0.25311
H 0.27702 -1.98986 -0.77708
H -2.00692 -1.16055 -0.31192
H -2.17846 1.18821 0.47034
H 0.75161 0.00608 1.16539
*
```



18.
ORCA calculation (wB97M-V/def2-TZVPD) on a cluster of 2 separate species, C4H5NO in total at a distorted geometry.

Maximum force   1.198 eV/A
Structure (SMILES)   N#CCC=C=O.[H][H]
Orbital gap   10.034 eV
E_HOMO   -9.6 eV
LUMO   0.484 eV
ΔE to the lowest compared entry with this formula, charge and spin   71.7 kcal/mol

```
! wB97M-V def2-TZVPD RIJCOSX def2/J DEFGRID3
* xyz 0 1
N 2.96684 -0.90163 0.88382
C 2.08686 -0.22300 0.56742
C 0.97750 0.63093 0.14407
C -0.19871 -0.18440 -0.31664
C -1.34217 0.47165 -0.18149
O -2.15549 1.26180 0.10338
H 0.66270 1.24973 0.99235
H 1.31867 1.30107 -0.64824
H -0.08585 -1.13622 -0.82050
H -2.36441 -0.98534 -0.62782
H -1.98020 -1.20979 -0.01194
*
```



19.
ORCA calculation (wB97M-V/def2-TZVPD) on an isolated molecule of C4H5NO at a distorted geometry.

Maximum force   2.838 eV/A
Structure (SMILES)   O=C1C[C@H]2N[C@@H]12
Orbital gap   10.027 eV
E_HOMO   -9.4 eV
LUMO   0.664 eV
ΔE to the lowest compared entry with this formula, charge and spin   110.2 kcal/mol

```
! wB97M-V def2-TZVPD RIJCOSX def2/J DEFGRID3
* xyz 0 1
O 0.97107 -0.43712 2.16762
C 0.66402 -0.14714 1.03311
C 1.05198 -0.69382 -0.28674
C -0.34106 0.39644 -0.86997
N -1.52751 0.09198 -0.20359
C -0.43288 0.76360 0.54908
H 1.09957 -0.08360 -1.17281
H 1.13248 -1.77772 -0.41475
H -0.31741 1.07791 -1.74437
H -1.61277 -0.90495 -0.04931
H -0.68750 1.71441 0.99172
*
```



20.
ORCA calculation (wB97M-V/def2-TZVPD) on an isolated molecule of C4H5NO.

Maximum force   0.836 eV/A
Structure (SMILES)   O=C1CN2C[C@@H]12
Orbital gap   10.787 eV
E_HOMO   -9.8 eV
LUMO   0.969 eV
ΔE to the lowest compared entry with this formula, charge and spin   53.1 kcal/mol

```
! wB97M-V def2-TZVPD RIJCOSX def2/J DEFGRID3
* xyz 0 1
O 1.85133 -0.64915 -1.39996
C 0.99480 -0.31550 -0.63778
C 0.71310 0.96414 0.17373
N -0.26461 0.20752 0.98137
C -1.30198 -0.17944 0.04771
C -0.08755 -1.03100 0.15054
H 1.56553 1.27814 0.77992
H 0.25657 1.82934 -0.31708
H -1.43872 0.34836 -0.90001
H -2.19359 -0.37261 0.62514
H -0.04149 -2.04867 0.53330
*
```